1.
The following is a quantum chemistry calculation of an isolated ion of composition C33H65FN4O7PS and charge +1, from the OMol25 dataset.

Calculated values
DFT total energy = -78398.8734 eV
Total charge = +1
Max |F| = 4.410 eV Å⁻¹

Element x y z (Å)
C 0.40497 0.71924 -5.65413
C 0.66311 -0.38910 -6.75559
C 0.08432 -1.81174 -6.35039
C -1.41840 -1.88183 -6.82960
C -2.12481 -3.25557 -6.53820
C -2.54129 -3.49142 -5.03225
C -2.83326 -2.18354 -4.20929
C -3.84114 -2.39192 -3.01079
C -3.51303 -3.63797 -2.10778
C -4.72878 -4.05165 -1.16553
C -5.30786 -2.84814 -0.32868
C -4.40304 -2.60080 0.94610
C -3.37843 -1.41468 0.75766
C -2.91957 -0.93889 2.20498
C -2.12089 0.41385 2.00715
C -0.90730 0.59994 3.03807
C 0.16758 1.48754 2.30972
C 0.88813 0.51149 1.25609
C 2.21615 1.23165 0.76538
O 2.30411 0.99525 -0.65141
C 3.14206 -0.13622 -0.96354
C 2.40406 -1.00434 -2.07933
N 1.39770 -1.91595 -1.51164
C 1.98668 -3.08899 -0.86195
C 0.85888 -4.06268 -0.25967
C 0.93161 -5.50112 -0.89573
O -0.43941 -3.48725 -0.41598
C 2.21897 2.81376 1.02130
C 3.47890 3.37604 0.28789
C 4.81249 2.54052 0.36056
F 3.83096 4.71785 0.56284
N 2.00806 3.19910 2.45009
O 3.30651 3.27210 3.00184
C 1.49262 4.57755 2.66017
P -0.26808 4.92776 2.19213
O -0.56162 4.83569 0.74427
O -1.43093 4.07571 3.00242
O -0.51343 6.53803 2.60357
C 1.27779 2.12496 3.23880
C 0.83710 2.52722 4.67590
C 2.05313 2.64204 5.71771
S 1.49213 2.60797 7.46019
C 2.40613 4.02054 8.16986
N 3.73003 4.07684 7.90233
N 4.14682 5.23001 8.50201
C 3.10702 5.80030 9.09493
O 1.93547 5.05481 8.91051
H -0.65265 1.07622 -5.63031
H 1.08992 1.58320 -5.87419
H 0.72905 0.29137 -4.66652
H 0.08067 -0.06377 -7.66419
H 1.73665 -0.43490 -7.07080
H 0.68863 -2.58351 -6.89165
H 0.20209 -1.95807 -5.24675
H -1.96400 -0.98400 -6.45134
H -1.38597 -1.77115 -7.95271
H -3.02438 -3.31815 -7.20361
H -1.41933 -4.06499 -6.87622
H -1.78879 -4.13990 -4.51275
H -3.50084 -4.08459 -5.05430
H -3.26461 -1.37256 -4.84850
H -1.85266 -1.83683 -3.77588
H -3.78614 -1.49079 -2.33713
H -4.89777 -2.46926 -3.38725
H -2.68897 -3.34389 -1.40095
H -3.22617 -4.55573 -2.67765
H -5.52096 -4.62293 -1.72235
H -4.28938 -4.78663 -0.43398
H -5.43857 -1.90679 -0.91784
H -6.31910 -3.15666 0.05361
H -3.85281 -3.50955 1.29498
H -5.09298 -2.29139 1.78072
H -3.91138 -0.56052 0.25294
H -2.48749 -1.67764 0.12913
H -3.85995 -0.70170 2.76531
H -2.27084 -1.69029 2.71706
H -1.80353 0.59003 0.94520
H -2.84824 1.24665 2.23297
H -0.53909 -0.39570 3.38894
H -1.38020 1.10257 3.92860
H -0.39645 2.20529 1.66304
H 0.23086 0.24805 0.39908
H 1.13187 -0.40733 1.86305
H 3.04642 0.71238 1.32671
H 3.33210 -0.83558 -0.11473
H 4.08311 0.23245 -1.46069
H 3.21469 -1.64834 -2.52927
H 2.01874 -0.36208 -2.90900
H 0.82145 -1.36821 -0.87253
H 2.60911 -3.65164 -1.61435
H 2.67912 -2.86402 -0.00140
H 1.06178 -4.17722 0.83988
H 1.99231 -5.80318 -1.10596
H 0.52446 -6.21664 -0.12958
H 0.29932 -5.55412 -1.82435
H -0.61381 -3.51925 -1.37398
H 1.31385 3.17736 0.45005
H 3.20566 3.37250 -0.80409
H 4.88929 1.80565 1.19513
H 4.99671 2.02157 -0.61123
H 5.67295 3.25489 0.48746
H 3.76668 2.41991 2.87686
H 2.09427 5.33411 2.07716
H 1.63307 4.93487 3.72047
H -1.71765 4.58741 3.78760
H -0.55252 6.56288 3.58126
H 2.00897 1.28211 3.42772
H 0.26425 3.47519 4.78680
H 0.18975 1.73399 5.14275
H 2.73921 1.78453 5.45876
H 2.63707 3.57248 5.49481
H 3.03095 6.74793 9.65692

---

2.
The following is a quantum chemistry calculation of a 9-piece molecular cluster, C33H66Cl2O20 overall, from the OMol25 dataset.

Calculated values
DFT total energy = -101282.9465 eV
SMILES = CCOC(=O)OC.CCOC(=O)OC.CCOC(=O)OC.CCOC(=O)OC.CCOC(C)=O.CCOC(C)=O.CCOC(C)=O.CCOC(C)=O.ClCCl
Energy above the lowest of the compared OMol25 structures with the same formula, charge and spin = 4.879 eV
Total charge = 0
Max |F| = 5.722 eV Å⁻¹

Element x y z (Å)
C 29.91062 -21.24762 -18.77375
C 30.39187 -22.36412 -17.85622
O 30.71742 -21.69438 -16.67169
C 31.00611 -22.43890 -15.65434
O 31.08694 -23.68316 -15.64398
O 31.10694 -21.69253 -14.56621
C 31.08654 -22.24566 -13.31360
H 29.86305 -21.56956 -19.81403
H 30.65586 -20.45218 -18.77076
H 28.98867 -20.79564 -18.40795
H 31.14684 -22.90523 -18.42659
H 29.53935 -23.03919 -17.78165
H 31.48436 -23.24974 -13.16642
H 30.04422 -22.23614 -12.99492
H 31.67232 -21.66154 -12.60384
C 36.19155 -18.82048 -13.75732
C 37.39994 -19.05457 -12.79524
O 37.26101 -20.27696 -12.02092
C 37.26048 -21.49151 -12.52962
O 37.43267 -21.77985 -13.66863
O 36.88341 -22.40101 -11.56812
C 36.50036 -23.71750 -11.87889
H 35.23888 -18.89601 -13.23309
H 36.13338 -19.37955 -14.69121
H 36.23072 -17.80691 -14.15639
H 37.39920 -18.18030 -12.14428
H 38.27330 -19.07526 -13.44708
H 35.67842 -23.66303 -12.59272
H 36.21744 -24.24844 -10.96997
H 37.35950 -24.29206 -12.22509
C 21.25528 -26.38333 -6.06987
C 22.49567 -26.46538 -7.12094
O 22.50017 -27.82340 -7.47939
C 23.40519 -28.32543 -8.35717
O 24.24938 -27.64105 -8.97117
O 23.41994 -29.67633 -8.37774
C 24.31290 -30.50820 -9.18015
H 21.01210 -25.32873 -5.94029
H 21.30654 -27.07098 -5.22571
H 20.38277 -26.53628 -6.70506
H 23.45218 -26.10819 -6.73933
H 22.28016 -25.90420 -8.03019
H 23.75278 -31.19425 -9.81553
H 24.88375 -31.13259 -8.49287
H 25.05673 -30.08204 -9.85337
C 30.38600 -37.22511 -10.17066
C 30.57702 -38.33645 -9.15558
O 30.20417 -37.91179 -7.84239
C 29.82905 -38.75387 -6.87704
O 29.87080 -39.97331 -7.11043
O 29.34413 -37.96176 -5.82775
C 28.66785 -38.53497 -4.81881
H 29.37991 -36.83041 -10.02894
H 30.55533 -37.45810 -11.22191
H 31.00576 -36.35264 -9.96378
H 31.60244 -38.70057 -9.09215
H 29.92630 -39.18495 -9.36699
H 27.82724 -37.94874 -4.44756
H 29.33298 -38.73747 -3.97933
H 28.19745 -39.47454 -5.10872
C 37.60283 -25.78556 -20.93233
C 39.01646 -26.07869 -21.41298
O 39.08301 -25.60564 -22.74027
C 39.88763 -26.26970 -23.59354
C 39.77429 -25.62404 -24.89472
O 40.58805 -27.25849 -23.38459
H 37.45802 -24.73118 -21.16770
H 37.38128 -26.03618 -19.89492
H 36.92290 -26.42895 -21.49077
H 39.76627 -25.57600 -20.80210
H 39.24368 -27.14239 -21.48377
H 40.45472 -26.15880 -25.55741
H 40.15743 -24.62100 -24.70707
H 38.76405 -25.76883 -25.27754
C 30.29516 -35.89536 -23.03109
C 29.30004 -37.03366 -23.30561
O 28.27389 -36.58138 -24.11265
C 27.33691 -37.37246 -24.50229
C 26.36050 -36.67553 -25.43607
O 27.28458 -38.61778 -24.35622
H 31.04205 -36.13728 -22.27495
H 29.66702 -35.25666 -22.41014
H 30.62053 -35.34848 -23.91605
H 29.78253 -37.88705 -23.78205
H 28.89833 -37.46361 -22.38808
H 25.87715 -35.88110 -24.86743
H 25.55582 -37.27647 -25.85967
H 26.88855 -36.17565 -26.24810
C 28.92811 -31.80645 -29.94704
C 28.44105 -31.26421 -31.39438
O 29.49485 -31.48976 -32.38748
C 29.91960 -32.74697 -32.79270
C 31.08749 -32.50198 -33.77262
O 29.38390 -33.77846 -32.55974
H 29.60041 -31.10223 -29.45695
H 29.17298 -32.86848 -29.96253
H 28.07884 -31.77860 -29.26435
H 27.51931 -31.73812 -31.73188
H 28.28736 -30.18659 -31.33781
H 31.64710 -33.40260 -34.02524
H 31.77793 -31.80341 -33.29998
H 30.76278 -31.98867 -34.67771
C 28.54142 -29.96460 -20.97305
C 28.48185 -28.92171 -19.91832
O 29.43017 -29.07718 -18.95880
C 29.23145 -29.72610 -17.84059
C 30.58860 -29.99412 -17.11175
O 28.13088 -30.12053 -17.47506
H 29.54485 -30.04831 -21.39043
H 27.85534 -29.80930 -21.80568
H 28.29733 -30.92612 -20.52139
H 28.67556 -27.91788 -20.29633
H 27.48232 -28.91318 -19.48362
H 30.34093 -30.37260 -16.12003
H 31.10380 -29.03986 -17.00193
H 31.18150 -30.68504 -17.71108
Cl 23.73950 -23.91872 -16.54918
C 24.04902 -25.13546 -15.23575
Cl 22.59968 -26.05113 -14.85693
H 24.94236 -25.68506 -15.53236
H 24.29147 -24.58380 -14.32746

---

> What is the total charge in the second record?

0

---

> The highest total charge belongs to which entry?

C33H65FN4O7PS